[1]
DFT (ωB97M-V with the def2-TZVPD basis set) results for C43H41As2Cl2N3OPS2Ti as an isolated structure.

Computed properties:
- HOMO level (eV) = -10.13
- frontier orbital gap (eV) = 7.660
- calculated total energy (eV) = -252567.6992
- total charge = +1

Last column: Löwdin charge in e.
CARTESIAN COORDINATES (ANGSTROEM)
Ti 0.0573 -1.1674 0.6011  0.684
O -1.8338 -0.8462 1.0979  -0.155
C -1.4542 0.2623 0.6732  -0.248
C -2.2679 1.4364 1.0206  -0.227
C -2.9405 1.3508 2.2467  -0.008
C -3.6662 2.4252 2.7218  -0.051
C -3.7442 3.5849 1.9607  -0.047
C -3.1033 3.6657 0.7358  -0.053
C -2.3500 2.6013 0.2467  -0.315
P -1.5088 2.6470 -1.3748  1.107
C -2.8093 1.9742 -2.4808  -0.370
C -2.7252 2.2215 -3.8530  -0.120
C -3.6191 1.6414 -4.7383  -0.076
C -4.6184 0.7988 -4.2711  -0.083
C -4.7158 0.5489 -2.9112  -0.087
C -3.8176 1.1281 -2.0245  -0.092
C -1.5614 4.4245 -1.7859  -0.395
C -0.4152 5.1652 -1.5060  -0.104
C -0.3767 6.5316 -1.7433  -0.075
C -1.4830 7.1711 -2.2802  -0.075
C -2.6292 6.4430 -2.5719  -0.070
C -2.6692 5.0804 -2.3239  -0.104
H -2.8550 0.4431 2.8299  0.123
H -4.1638 2.3634 3.6794  0.112
H -4.3109 4.4330 2.3220  0.113
H -3.1829 4.5765 0.1572  0.101
H -1.9554 2.8815 -4.2361  0.110
H -3.5390 1.8568 -5.7957  0.108
H -5.3249 0.3561 -4.9598  0.105
H -5.5096 -0.0822 -2.5323  0.106
H -3.9388 0.9480 -0.9637  0.097
H 0.4575 4.6639 -1.1067  0.071
H 0.5211 7.0918 -1.5190  0.106
H -1.4527 8.2341 -2.4771  0.107
H -3.4949 6.9386 -2.9903  0.108
H -3.5717 4.5247 -2.5465  0.110
C -3.1844 -2.5680 -1.0530  -0.051
C -1.9422 -3.3891 -1.0153  -0.604
N -0.7617 -2.9971 -0.5985  -0.017
C 0.1732 -4.0104 -0.7435  -0.387
C -0.3099 -5.1629 -1.2671  -0.314
S -1.9719 -4.9919 -1.5999  1.139
C 1.5383 -3.7570 -0.2936  -0.365
C 2.5710 -4.6358 -0.2724  -0.306
S 3.9269 -3.9074 0.4590  1.140
C 3.0533 -2.4615 0.6949  -0.597
N 1.8177 -2.5198 0.2525  -0.023
C 3.7127 -1.2726 1.2959  -0.044
H -2.9869 -1.5574 -0.7223  0.051
H -3.9459 -3.0033 -0.4045  0.100
H -3.5775 -2.5388 -2.0689  0.089
H 0.2195 -6.0780 -1.4672  0.089
H 2.5871 -5.6563 -0.6131  0.087
H 4.4008 -0.8419 0.5670  0.078
H 4.2793 -1.5566 2.1827  0.097
H 2.9681 -0.5291 1.5688  0.035
C 0.6810 -2.0167 -3.3427  -0.286
As 0.9894 -0.4901 -2.1661  1.170
C 0.7605 0.8376 -3.5836  -0.321
C 2.9586 -0.5023 -2.0879  -0.418
C 3.6242 -1.6871 -2.3882  -0.139
C 5.0099 -1.7648 -2.3599  -0.087
C 5.7469 -0.6422 -2.0304  -0.074
C 5.0914 0.5434 -1.7249  -0.118
C 3.7009 0.6355 -1.7303  -0.419
As 2.8374 2.3749 -1.3833  1.164
C 4.3815 3.4215 -0.8110  -0.341
C 2.1306 1.9991 0.4073  -0.335
H 1.2702 -1.8817 -4.2497  0.049
H -0.3799 -2.0085 -3.5985  0.036
H 0.9245 -2.9700 -2.8855  0.006
H -0.0992 0.5347 -4.1808  0.025
H 1.6675 0.8040 -4.1862  0.041
H 0.6090 1.8348 -3.1905  -0.054
H 3.0643 -2.5748 -2.6554  0.086
H 5.5042 -2.6954 -2.6066  0.109
H 6.8281 -0.6802 -2.0132  0.110
H 5.6882 1.4089 -1.4731  0.083
H 4.9446 2.9235 -0.0221  0.028
H 3.9960 4.3656 -0.4251  0.024
H 5.0330 3.6413 -1.6553  0.025
H 2.9305 1.9436 1.1464  0.012
H 1.5939 1.0495 0.4315  -0.049
H 1.4230 2.7778 0.6946  0.019
Cl -0.4077 -3.2469 2.4292  0.835
C 0.4885 -2.4404 3.7022  -0.527
C 0.6949 -3.0494 4.9198  -0.094
C 1.4062 -2.3484 5.8858  -0.076
C 1.8872 -1.0755 5.6112  -0.100
C 1.6616 -0.4952 4.3752  -0.601
Cl 2.2738 1.0935 4.0491  0.714
C 0.9522 -1.1615 3.3692  -0.422
N 0.7231 -0.6667 2.1168  -0.110
H 0.3066 -4.0389 5.1118  0.111
H 1.5833 -2.7937 6.8536  0.110
H 2.4395 -0.5209 6.3561  0.109

=====

[2]
DFT (ωB97M-V with the def2-TZVPD basis set) results for C6H6N2 in the gas phase at a distorted geometry.

Computed properties:
- HOMO level (eV) = -8.82
- frontier orbital gap (eV) = 9.256
- calculated total energy (eV) = -9293.3112

Last column: Löwdin charge in e.
CARTESIAN COORDINATES (ANGSTROEM)
C 0.3884 -1.6040 -2.9581  0.115
C 0.0779 -1.2625 -1.7245  -0.039
C -0.3081 -0.3699 -0.6371  -0.385
C 0.4140 1.7059 1.0974  -0.026
C -0.4759 0.5263 1.4833  -0.237
C -0.0816 -0.7507 0.8321  -0.079
H 0.6371 -2.3502 -3.8253  0.068
H 0.7516 2.5765 1.7294  0.112
H 1.2178 1.4923 0.4027  0.093
H -0.9778 0.6103 2.3617  0.101
H 0.8887 -1.1106 0.7286  0.092
H -0.8104 -1.5728 1.0276  0.136
N -0.8045 0.7399 -0.8764  0.122
N -0.9172 1.3695 0.3584  -0.071